The following is a quantum chemistry calculation of 2 unconnected molecules or ions with the total composition C21H47BIN2O4PS, from OMol25.

Summary:
**Highest occupied orbital energy**: -5.857 eV

Cartesian coordinates (Å):
H  5.547  -0.218  -2.922
C  -4.712  -2.535  2.240
H  1.570  4.504  0.585
C  2.739  2.089  0.444
H  1.015  5.494  -0.730
H  4.621  3.700  -1.568
H  -4.601  -3.490  -1.509
H  -4.557  -2.146  3.247
P  0.122  1.724  -3.791
H  -3.946  -2.129  1.587
C  -4.356  -4.683  0.978
H  5.175  0.318  3.594
N  -4.575  -4.033  2.332
H  1.695  1.919  0.689
H  -6.477  -1.309  1.946
H  -2.521  -3.546  0.759
H  -1.270  -1.830  -0.604
C  0.383  -0.480  -0.523
H  -3.635  -3.947  4.213
I  1.189  -1.721  -2.089
H  5.552  1.881  1.538
H  -3.010  -2.742  -1.583
H  -0.327  -2.014  0.868
C  1.996  3.781  -1.408
H  3.557  5.550  0.559
H  5.337  2.633  3.094
H  1.201  -0.295  0.165
C  4.920  1.808  -2.518
B  0.831  1.807  -1.918
H  -0.486  1.409  -0.167
H  -2.745  -4.818  -0.406
H  -7.181  -2.899  3.610
H  3.911  -0.078  -2.211
H  4.769  1.747  -4.446
H  4.293  -0.052  2.125
C  -0.166  0.832  -1.042
O  2.260  1.497  -1.748
H  4.967  2.381  -0.503
C  -6.906  -3.346  2.656
H  2.356  3.621  -3.526
N  3.046  5.769  -0.286
H  5.967  2.112  -2.639
C  2.391  4.379  -2.752
H  0.238  0.424  -4.362
H  -5.314  -4.677  0.460
H  3.387  4.808  -2.751
C  -3.460  -4.407  3.245
H  3.477  0.763  3.462
S  3.478  3.091  1.780
C  -3.808  -3.042  -0.908
C  4.921  0.316  -2.207
C  -0.722  -1.282  0.158
O  4.239  2.095  -3.735
C  -6.143  -2.332  1.793
C  4.411  0.690  2.911
C  4.829  2.039  2.337
H  -4.110  -5.719  1.207
C  -5.912  -4.495  2.894
H  -2.523  -4.048  2.829
H  -5.772  -4.706  3.950
H  0.922  2.457  -4.706
C  -3.272  -4.028  0.131
C  1.862  4.903  -0.386
H  -6.183  -5.416  2.387
H  -7.822  -3.690  2.184
H  -1.079  0.626  -1.610
C  2.877  2.547  -1.031
H  -3.437  -5.489  3.344
H  -4.205  -2.131  -0.459
O  -1.319  2.157  -3.867
C  4.378  2.658  -1.375
H  3.239  1.123  0.498
H  1.683  5.171  -2.992
H  -6.249  -2.558  0.732
H  -1.381  -0.602  0.696
O  0.703  3.216  -1.508
H  2.755  6.732  -0.214
H  5.372  0.160  -1.225


The following is a quantum chemistry calculation of 11 unconnected molecules or ions with the total composition C21H47BN12O24P in a non-equilibrium geometry, from OMol25.

Summary:
**Net charge**: -1
**Highest occupied orbital energy**: -4.943 eV

Cartesian coordinates (Å):
H  -8.075  -3.225  -6.541
O  6.805  -2.256  8.026
N  -1.839  -0.572  -2.528
C  1.152  -3.003  3.044
O  -6.056  3.567  -7.453
N  3.271  -0.298  0.448
N  6.575  -3.314  7.469
C  -6.996  -3.316  -6.443
N  -1.270  5.963  -1.046
O  3.392  0.870  0.140
H  -1.641  8.013  -1.217
H  -6.605  -4.053  -7.138
H  3.055  -8.284  5.365
C  2.043  1.851  -2.710
H  -6.221  1.978  1.086
H  -4.731  -2.554  -4.271
H  1.246  -2.028  2.572
C  -6.463  2.188  2.126
C  -0.291  1.793  -0.888
N  -6.835  3.511  -6.521
H  1.639  5.180  -2.469
H  1.495  -0.325  -3.114
C  4.462  -1.174  0.295
O  2.259  -0.819  0.871
N  -5.182  2.410  2.849
H  -8.507  2.276  -6.298
O  -4.442  -1.418  -0.743
C  2.716  -7.562  6.102
O  -0.777  5.935  0.069
C  -1.147  7.239  -1.800
O  3.075  -5.328  6.554
N  5.911  4.256  0.874
O  1.191  -3.148  5.356
P  -3.920  -1.416  -4.002
O  -4.389  1.490  2.849
H  -0.095  -1.539  -1.633
H  5.847  2.828  2.398
O  6.789  3.777  0.178
H  -3.297  -1.033  -5.240
C  2.408  4.431  -2.117
N  1.850  -2.932  4.354
H  2.796  4.822  -1.142
H  -7.038  1.448  -6.895
C  -7.427  2.184  -6.199
O  -1.848  5.046  -1.590
H  -4.601  0.621  -4.218
H  -7.144  1.936  -5.178
H  9.211  0.760  3.105
H  3.019  -7.859  7.103
H  -3.852  -4.147  -1.332
H  4.662  2.590  1.070
N  7.217  0.462  3.655
H  0.108  -3.250  3.214
N  -4.749  -0.124  -3.527
C  -2.615  -1.817  -2.684
H  1.640  -3.775  2.454
H  4.400  3.874  2.288
H  -0.086  7.449  -1.917
C  5.256  -3.466  6.795
O  -6.742  -1.053  -6.074
H  1.639  -7.422  6.040
H  4.747  -4.300  7.261
O  -5.019  3.490  3.385
N  -6.403  -1.992  -6.768
O  6.247  1.150  3.386
H  4.689  -2.549  6.923
C  8.519  1.156  3.844
H  -6.961  1.342  2.593
C  -3.827  -0.611  0.294
C  5.142  3.313  1.727
O  -2.578  -4.103  -3.510
O  7.334  -4.264  7.414
H  4.199  -1.966  -0.403
H  -3.023  -1.158  0.856
H  -4.625  -0.224  0.970
C  0.110  0.614  -1.656
H  4.701  -1.576  1.278
O  -0.614  -3.077  -3.507
C  1.260  0.613  -2.559
B  -3.466  -2.258  -1.369
O  5.616  5.435  0.927
N  3.355  -6.250  5.813
O  -7.175  4.449  -5.824
H  -2.456  0.187  -2.205
H  -3.381  0.279  -0.245
H  8.371  2.222  3.702
H  -7.069  3.086  2.208
C  -1.825  -3.046  -3.252
H  3.208  4.344  -2.893
H  2.915  1.842  -3.407
O  -5.624  -1.940  -7.700
C  0.504  3.022  -1.055
O  -3.321  -3.547  -0.773
C  1.651  3.063  -1.973
H  -1.627  7.119  -2.767
H  -6.712  -3.560  -5.421
H  5.445  -3.657  5.742
H  8.858  0.944  4.856
H  -1.178  -0.674  -0.435
H  -1.182  1.758  -0.211
O  4.108  -6.191  4.860
H  0.260  3.966  -0.508
H  5.286  -0.579  -0.090
O  3.038  -2.661  4.325
O  7.214  -0.744  3.781
C  -0.793  -0.676  -1.495


The following is a quantum chemistry calculation of a molecular structure, C21H47BrF5N5O8SSi2, from OMol25.

Summary:
**Highest occupied orbital energy**: -9.169 eV

Cartesian coordinates (Å):
H  4.825  -4.273  -2.355
O  1.164  -2.188  -2.466
F  0.335  3.469  -0.076
H  0.101  -5.930  5.012
H  3.535  3.292  1.636
H  2.929  -2.453  -0.403
H  4.140  -0.327  2.772
H  3.628  -5.584  -2.300
H  -4.057  4.443  -0.788
F  2.430  3.123  -0.613
H  -5.269  2.033  -0.244
H  4.054  4.904  2.159
H  -0.604  -5.192  6.462
C  -3.713  3.428  -0.940
C  3.390  -0.923  2.259
O  5.584  2.410  5.202
C  1.310  2.546  -0.123
C  3.822  -4.573  -2.663
H  3.765  -1.938  2.120
H  -1.445  -3.216  6.135
H  2.875  -0.614  4.986
C  -1.912  -5.001  3.309
C  4.710  2.926  4.533
F  1.846  0.366  -0.731
H  2.877  3.990  3.123
F  1.073  1.691  -2.285
H  -3.747  1.301  -5.370
H  -3.654  4.909  -6.259
Br  -5.786  2.621  -2.835
H  -3.681  -0.174  0.263
H  3.458  -4.136  -0.179
H  0.205  -1.492  -0.945
H  2.305  0.836  4.135
H  -5.069  1.206  -7.077
C  6.131  3.092  2.600
C  2.030  -2.940  -2.895
H  -4.634  3.108  0.959
H  0.233  -1.587  3.240
H  6.386  2.031  2.608
H  1.138  -0.343  4.759
Si  -0.897  0.675  -0.769
H  -0.884  -1.499  0.422
C  -4.352  2.497  0.106
H  2.199  -3.087  -3.973
O  -1.619  1.413  0.524
H  -1.438  -4.338  2.586
H  3.702  3.128  4.935
H  3.773  -4.574  -3.749
O  -2.352  -2.547  4.449
O  -2.822  -1.238  -2.348
H  -1.464  -6.498  5.629
H  -1.135  -2.695  -2.525
O  1.098  -2.253  1.525
C  3.764  3.906  2.498
O  -2.532  -3.128  -0.806
C  1.113  -1.632  2.576
H  -3.667  3.864  -3.009
C  -0.805  -1.194  -0.613
C  -3.936  3.028  -2.385
Si  -3.254  1.135  0.793
H  -4.470  2.055  -8.514
H  3.195  -0.492  1.275
N  4.849  3.302  3.250
H  -2.354  4.207  -7.225
H  -1.659  1.008  -1.977
H  6.080  3.445  1.574
H  -1.620  -6.028  3.106
N  2.167  -0.946  3.043
N  2.840  -3.655  -2.118
H  6.915  3.631  3.133
N  -3.870  2.868  -6.680
H  -3.464  1.058  2.255
C  -3.431  4.201  -7.058
C  -4.851  2.185  -7.498
S  -1.937  -2.102  -1.617
O  -2.529  2.842  -4.852
H  -3.942  4.508  -7.966
H  -5.776  2.763  -7.539
C  -3.351  2.309  -5.575
C  -0.832  -5.619  5.488
H  -2.635  3.404  -0.793
F  1.586  2.115  1.130
C  2.118  -0.226  4.302
C  2.735  -3.490  -0.670
H  -3.322  2.210  -2.716
C  -1.788  -3.402  5.101
H  -2.992  -4.901  3.200
H  1.732  -3.740  -0.333
C  0.916  1.328  -0.983
N  -1.511  -4.642  4.663


The following is a quantum chemistry calculation of a molecular structure, C21H47FN2O4S2Si2 in a non-equilibrium geometry, from OMol25.

Summary:
**Highest occupied orbital energy**: -8.331 eV

Cartesian coordinates (Å):
H  2.261  -4.023  -0.337
H  -5.927  1.712  -0.035
H  3.893  -1.361  -2.989
N  3.799  1.407  0.483
C  5.275  0.395  -1.800
H  0.922  -5.399  -2.819
C  5.598  -1.111  -1.726
C  -6.381  0.799  1.857
C  -0.697  2.823  -0.987
C  0.474  -5.530  -1.830
F  -4.925  -0.493  -1.943
H  6.450  -1.295  -2.379
C  -4.541  -1.052  -0.716
H  -4.939  3.507  -1.462
C  2.517  0.383  4.123
N  -4.779  3.035  -2.346
H  -3.339  -2.629  0.053
C  0.257  -4.183  -1.158
S  5.523  3.249  1.473
H  -3.764  -0.452  1.793
O  -0.626  -3.385  -1.946
H  2.052  -0.306  3.423
H  -5.055  2.426  1.380
C  1.523  1.969  -0.139
H  3.763  -2.206  -1.414
H  -5.412  -1.572  -0.306
H  -3.389  1.450  -2.731
H  2.285  2.043  1.832
O  -8.737  0.435  2.312
H  -6.151  1.109  2.873
H  -0.557  3.815  -1.417
H  -5.459  2.283  -2.382
H  5.887  -1.397  -0.719
Si  -4.011  0.287  0.529
H  4.627  0.761  4.457
C  5.043  2.015  0.533
H  2.890  3.337  0.725
S  6.246  1.343  -0.588
O  -8.199  1.665  0.586
H  4.243  -0.614  0.483
H  2.055  -3.249  -1.920
C  -7.825  1.037  1.487
H  -0.373  2.084  -1.725
H  4.208  0.570  -1.674
C  -5.393  1.518  0.894
H  1.893  1.265  4.240
H  4.760  -2.874  -2.724
H  -0.333  1.881  0.907
C  3.751  0.092  1.159
H  -0.210  -3.244  -2.805
H  0.306  3.536  0.808
H  -3.660  -2.751  -1.666
C  2.675  2.284  0.843
C  3.923  0.837  3.631
H  -2.441  -1.601  -1.061
H  5.546  0.083  2.381
C  1.573  -3.446  -0.957
H  1.437  0.900  -0.325
H  -0.231  -4.329  -0.193
C  -3.410  -2.053  -0.869
H  -0.477  -6.043  -1.973
H  1.401  -2.479  -0.481
H  -6.210  -0.281  1.798
H  -3.095  3.451  0.270
H  3.861  1.892  3.389
H  2.717  -0.236  1.203
H  1.129  -6.169  -1.235
H  5.537  0.747  -2.796
H  -2.782  3.077  -3.012
H  2.628  -0.032  5.122
C  0.190  2.596  0.271
H  -8.365  0.452  3.208
H  4.335  -1.067  2.820
H  1.817  2.422  -1.090
C  4.472  -0.028  2.500
Si  -2.518  2.459  -0.667
O  -2.539  0.946  0.086
C  -3.405  2.470  -2.348
C  4.419  -1.959  -2.246


The following is a quantum chemistry calculation of a molecular structure, C21H47FeNO2SSi2 in a non-equilibrium geometry, from OMol25.

Summary:
**Expectation value of S²**: 8.77
**ΔE to the lowest compared entry with this formula, charge and spin**: 125.1 kJ/mol
**Net charge**: +1
**2S+1**: 6
**Highest occupied orbital energy (spin up / spin down)**: -11.406 / -11.392 eV

Cartesian coordinates (Å):
H  1.279  2.243  5.352
H  2.882  0.488  3.490
H  0.386  3.392  4.295
H  4.779  3.721  -0.776
H  0.293  2.869  1.291
Si  0.750  -0.634  -3.284
S  0.836  -1.911  0.476
H  6.349  -0.174  -1.871
C  -3.541  -1.239  0.957
H  2.103  3.054  3.972
C  -0.842  -1.744  0.714
C  2.071  -1.901  -2.909
H  -1.478  0.738  4.414
H  -1.365  -1.831  -3.869
H  4.578  1.948  -3.561
H  -1.307  2.225  1.716
C  -2.644  -0.230  0.579
C  0.831  0.149  -4.970
H  7.562  1.154  -0.077
O  5.964  1.859  -2.042
C  -1.718  -2.785  1.049
H  -1.258  -3.745  1.249
H  2.988  -1.412  -2.555
C  4.294  4.115  0.135
H  0.747  0.482  -1.439
H  0.501  1.814  -2.589
H  -1.082  -0.681  3.420
C  3.151  3.234  0.613
Fe  0.494  0.403  0.970
C  -3.066  -2.521  1.239
H  5.996  1.464  0.704
H  1.777  -2.603  -2.119
H  -1.662  -0.708  -2.538
H  6.398  3.685  -3.921
H  2.622  0.280  1.777
H  1.998  -0.940  2.914
H  2.808  3.544  1.609
O  1.965  3.168  -0.153
H  4.803  0.375  -1.174
H  5.036  4.147  0.947
H  3.978  5.151  -0.030
H  -0.175  -0.389  4.932
H  2.322  -2.487  -3.808
H  -0.895  -2.243  -2.226
C  1.159  2.613  4.324
C  2.131  0.141  2.760
H  0.654  -0.538  -5.794
C  -0.654  0.099  4.070
H  3.525  2.207  0.718
H  1.292  3.632  -2.019
C  6.486  2.645  -4.254
C  0.655  5.173  -0.682
C  5.866  0.647  -1.309
H  0.443  5.883  -1.496
H  7.538  2.351  -4.177
H  -4.597  -1.003  1.016
H  2.142  1.295  -2.183
H  -0.288  4.687  -0.379
C  5.639  1.708  -3.413
H  1.034  5.757  0.172
C  -0.225  1.998  1.724
H  1.815  0.613  -5.120
Si  0.603  1.207  3.225
H  5.795  0.672  -3.757
H  6.591  -0.198  0.511
N  -1.286  -0.436  0.579
C  -0.924  -1.413  -2.946
H  6.197  2.571  -5.305
C  1.695  4.160  -1.146
H  -3.007  0.740  0.223
H  0.088  0.957  -5.049
H  2.623  4.670  -1.461
C  1.112  0.930  -2.352
H  -3.727  -3.297  1.624
C  6.541  0.786  0.042